Entry 1:
{
  "formula": "C6H9N2O2S",
  "method": "the ωB97M-V functional and the def2-TZVPD basis",
  "e_tot_ha": -892.21508,
  "charge": -1,
  "orbital_gap_ev": 7.822,
  "smiles": "CC(C)/N=C(\\[O-])NC(=O)C=S",
  "relative_energy_kj_mol": 0.00,
  "spin_multiplicity": 1,
  "e_homo_ev": -4.192,
  "elements": ["C", "C", "C", "N", "C", "O", "N", "C", "O", "C", "S", "H", "H", "H", "H", "H", "H", "H", "H", "H"],
  "xyz": [[-2.657, -0.528, -0.938], [-1.808, -0.115, 0.243], [-1.477, 1.376, 0.256], [-0.576, -0.847, 0.046], [0.607, -0.342, 0.184], [1.162, 0.699, 0.714], [1.700, -1.248, -0.173], [2.960, -0.895, 0.068], [3.864, -1.679, -0.112], [3.112, 0.531, 0.592], [3.628, 1.608, -0.496], [-2.032, -0.558, -1.769], [-3.190, -1.412, -0.853], [-3.400, 0.150, -1.097], [-2.174, -0.584, 1.120], [-0.851, 1.673, -0.498], [-0.962, 1.758, 1.269], [-2.425, 2.083, 0.158], [1.288, -2.155, -0.318], [3.232, 0.487, 1.602]],
  "lowdin_charge": [-0.08, -0.45, -0.09, 0.06, -0.50, -0.10, 0.15, -0.59, 0.02, -0.65, 0.57, 0.06, 0.05, 0.03, 0.11, 0.03, 0.12, 0.09, 0.13, 0.04]
}

=====

Entry 2:
{
  "formula": "C6H9N2O2S",
  "method": "the ωB97M-V functional and the def2-TZVPD basis",
  "e_tot_ha": -891.80661,
  "charge": 1,
  "orbital_gap_ev": 9.695,
  "relative_energy_kj_mol": 282.33,
  "spin_multiplicity": 1,
  "e_homo_ev": -14.465,
  "elements": ["C", "C", "C", "C", "C", "C", "N", "N", "O", "O", "S", "H", "H", "H", "H", "H", "H", "H", "H", "H"],
  "xyz": [[-3.359, -0.114, 0.545], [-2.791, -1.285, 0.072], [-2.479, 0.970, 0.680], [-1.415, -1.319, -0.155], [-1.209, 0.911, 0.305], [3.237, 0.408, -0.424], [-0.659, -0.221, -0.156], [0.635, -0.168, -0.599], [2.016, -1.296, 1.275], [1.426, 1.130, 1.242], [1.906, -0.048, 0.602], [-4.412, 0.084, 0.688], [-3.469, -2.135, -0.202], [-2.933, 1.978, 1.025], [-0.954, -2.366, -0.365], [-0.537, 1.774, 0.267], [2.712, 0.755, -1.229], [4.012, 1.120, 0.056], [3.683, -0.572, -0.742], [0.768, -1.323, -1.473]],
  "lowdin_charge": [0.01, -0.01, -0.02, -0.01, -0.03, -0.12, -0.15, -0.10, -0.26, -0.29, 0.61, 0.13, 0.15, 0.17, 0.18, 0.15, 0.02, 0.14, 0.10, 0.33]
}

=====

Entry 3:
{
  "formula": "C6H9N2O3",
  "method": "the ωB97M-V functional and the def2-TZVPD basis",
  "e_tot_ha": -569.11400,
  "charge": -1,
  "orbital_gap_ev": 5.717,
  "smiles": "CC(=O)OCCC[N-]OC#N",
  "relative_energy_kj_mol": 498.35,
  "spin_multiplicity": 1,
  "e_homo_ev": -2.376,
  "elements": ["C", "C", "O", "O", "C", "C", "C", "N", "O", "C", "N", "H", "H", "H", "H", "H", "H", "H", "H", "H"],
  "xyz": [[1.632, -1.594, -0.062], [2.120, -0.282, -0.822], [2.910, -0.427, -1.802], [1.716, 1.040, -0.537], [1.129, 1.176, 0.788], [-0.461, 0.801, 0.809], [-1.204, 1.250, -0.549], [-2.626, 0.824, -0.556], [-2.647, -0.453, -1.157], [-3.168, -1.347, -0.178], [-3.375, -2.343, 0.478], [2.237, -2.504, -0.374], [0.538, -1.818, -0.351], [1.613, -1.470, 1.085], [1.161, 2.305, 1.032], [1.714, 0.662, 1.623], [-0.583, -0.335, 0.967], [-0.911, 1.405, 1.673], [-0.690, 0.718, -1.434], [-1.106, 2.391, -0.633]],
  "lowdin_charge": [-0.01, -0.41, 0.00, -0.07, -0.21, -0.18, -0.32, -0.23, -0.23, -0.30, 0.05, 0.09, 0.10, 0.08, 0.12, 0.11, 0.09, 0.10, 0.10, 0.10]
}

=====

Entry 4:
{
  "formula": "C6H9N2O3",
  "method": "the ωB97M-V functional and the def2-TZVPD basis",
  "e_tot_ha": -568.70556,
  "charge": 1,
  "orbital_gap_ev": 7.086,
  "smiles": "O=[N+]([O-])/C(CC1=CCC1)=[NH+]/O",
  "relative_energy_kj_mol": 639.26,
  "spin_multiplicity": 1,
  "e_homo_ev": -13.361,
  "elements": ["O", "N", "O", "C", "C", "C", "C", "C", "C", "N", "O", "H", "H", "H", "H", "H", "H", "H", "H", "H"],
  "xyz": [[0.927, -2.055, -0.412], [1.636, -1.249, 0.083], [2.642, -1.460, 0.767], [1.406, 0.172, -0.298], [0.282, 0.433, -1.185], [-0.991, 0.260, -0.374], [-1.648, 0.829, 0.676], [-2.610, -0.338, 0.789], [-1.804, -1.015, -0.414], [2.355, 0.858, 0.252], [2.640, 2.173, 0.075], [0.192, 1.461, -1.681], [0.357, -0.313, -2.016], [-1.652, 1.657, 1.320], [-3.600, -0.014, 0.664], [-2.641, -0.978, 1.778], [-1.431, -1.986, 0.000], [-2.307, -1.112, -1.271], [2.808, 0.095, 0.811], [3.438, 2.582, 0.435]],
  "lowdin_charge": [0.20, -0.27, 0.13, -0.06, -0.04, -0.22, 0.03, -0.13, -0.10, 0.13, 0.14, 0.18, 0.16, 0.10, 0.08, 0.15, 0.12, 0.07, 0.15, 0.17]
}

=====

Entry 5:
{
  "formula": "C6H9N2P",
  "method": "the ωB97M-V functional and the def2-TZVPD basis",
  "e_tot_ha": -684.71507,
  "orbital_gap_ev": 9.013,
  "relative_energy_kj_mol": 400.54,
  "spin_multiplicity": 1,
  "e_homo_ev": -8.002,
  "elements": ["C", "C", "C", "C", "C", "C", "N", "N", "P", "H", "H", "H", "H", "H", "H", "H", "H", "H"],
  "xyz": [[-0.184, -0.356, -0.230], [-1.532, 1.222, 0.219], [2.172, -1.257, 0.461], [1.956, -1.666, -1.010], [1.336, -0.380, -0.477], [-1.158, 2.568, 0.597], [-2.633, 0.660, 0.215], [-2.670, -0.661, -0.037], [-1.242, -1.629, -0.246], [1.693, -1.856, 1.191], [3.059, -0.740, 0.740], [2.973, -1.450, -1.514], [1.295, -2.462, -1.351], [1.825, 0.464, -0.605], [-0.596, 3.037, -0.239], [-0.622, 2.601, 1.633], [-2.088, 3.129, 0.694], [-3.585, -1.224, -0.042]],
  "lowdin_charge": [-0.31, -0.24, -0.13, -0.13, -0.36, -0.09, -0.05, -0.37, 0.88, 0.08, 0.08, 0.12, 0.07, 0.06, 0.08, 0.12, 0.07, 0.10]
}

=====

Entry 6:
{
  "formula": "C6H9N2P2",
  "method": "the ωB97M-V functional and the def2-TZVPD basis",
  "e_tot_ha": -1025.82179,
  "charge": 1,
  "orbital_gap_ev": 7.949,
  "relative_energy_kj_mol": 261.19,
  "spin_multiplicity": 1,
  "e_homo_ev": -12.153,
  "elements": ["C", "C", "C", "C", "C", "C", "N", "N", "P", "P", "H", "H", "H", "H", "H", "H", "H", "H", "H"],
  "xyz": [[0.014, -1.280, 2.021], [0.521, -3.217, 0.096], [-0.016, -0.304, 1.163], [-0.300, -0.780, -0.858], [-0.594, 0.379, -1.691], [-0.285, 1.957, 0.265], [0.176, 1.058, 1.241], [0.271, 1.567, -1.099], [0.277, -3.036, 1.741], [0.240, -2.253, -1.405], [0.267, -0.927, 3.088], [0.697, -4.217, -0.140], [-0.148, 0.429, -2.723], [-1.723, 0.659, -1.858], [-1.438, 2.101, 0.130], [0.186, 2.997, 0.367], [0.209, 1.308, 2.210], [1.264, 1.155, -0.879], [0.383, 2.404, -1.670]],
  "lowdin_charge": [-0.39, -0.70, -0.20, -0.43, -0.24, -0.17, -0.01, 0.04, 0.95, 0.94, 0.10, -0.06, 0.13, 0.16, 0.17, 0.16, 0.15, 0.22, 0.17]
}

=====

Entry 7:
{
  "formula": "C6H9N2S",
  "method": "the ωB97M-V functional and the def2-TZVPD basis",
  "e_tot_ha": -741.42721,
  "charge": 1,
  "orbital_gap_ev": 9.845,
  "smiles": "C[C@@H]1[NH2+]Cc2nscc21",
  "relative_energy_kj_mol": 88.71,
  "spin_multiplicity": 1,
  "e_homo_ev": -13.288,
  "elements": ["C", "C", "N", "C", "C", "N", "S", "C", "C", "H", "H", "H", "H", "H", "H", "H", "H", "H"],
  "xyz": [[-1.131, 1.410, 0.764], [-0.773, 0.478, -0.494], [-1.165, -0.984, -0.320], [0.036, -1.803, 0.015], [1.140, -0.813, 0.113], [2.395, -0.901, 0.437], [3.179, 0.546, 0.164], [1.722, 1.301, -0.493], [0.724, 0.383, -0.474], [-0.580, 0.988, 1.614], [-2.283, 1.261, 0.781], [-0.744, 2.336, 0.520], [-1.181, 0.831, -1.398], [-1.551, -1.243, -1.198], [-1.872, -1.157, 0.393], [0.211, -2.689, -0.621], [0.122, -2.228, 1.124], [1.749, 2.283, -0.927]],
  "lowdin_charge": [0.03, -0.20, 0.13, -0.04, -0.42, -0.22, 1.05, -0.26, -0.29, 0.10, 0.12, 0.06, 0.14, 0.17, 0.19, 0.15, 0.19, 0.09]
}

=====

Entry 8:
{
  "formula": "C6H9N2S",
  "method": "the ωB97M-V functional and the def2-TZVPD basis",
  "e_tot_ha": -741.34212,
  "charge": 1,
  "orbital_gap_ev": 7.297,
  "relative_energy_kj_mol": 312.12,
  "spin_multiplicity": 1,
  "e_homo_ev": -14.397,
  "elements": ["C", "C", "C", "C", "C", "C", "N", "N", "S", "H", "H", "H", "H", "H", "H", "H", "H", "H"],
  "xyz": [[-3.074, -0.637, -0.486], [-1.618, -0.553, -0.784], [-4.251, -1.581, 1.452], [0.192, 1.024, 0.812], [0.936, -0.300, 0.737], [0.625, -1.075, -0.544], [-3.577, -1.307, 0.484], [-0.729, -1.426, -0.485], [-4.819, -2.241, 2.746], [-3.810, -0.109, -1.094], [-1.340, 0.417, -1.181], [-0.854, 0.913, 0.814], [0.431, 1.433, 1.717], [0.371, 1.643, -0.207], [0.711, -0.802, 1.700], [2.021, -0.298, 0.746], [0.838, -0.393, -1.324], [1.225, -1.992, -0.591]],
  "lowdin_charge": [0.08, -0.12, -0.61, -0.09, -0.21, -0.23, 0.12, 0.11, 0.98, 0.16, 0.12, 0.02, 0.05, 0.15, 0.13, 0.12, 0.11, 0.13]
}

=====

Entry 9:
{
  "formula": "C6H9N3",
  "method": "the ωB97M-V functional and the def2-TZVPD basis",
  "e_tot_ha": -398.24574,
  "orbital_gap_ev": 11.711,
  "smiles": "CC#N.CC#N.CC#N",
  "relative_energy_kj_mol": 77.99,
  "spin_multiplicity": 1,
  "e_homo_ev": -11.337,
  "elements": ["C", "C", "N", "H", "H", "H", "C", "C", "N", "H", "H", "H", "C", "C", "N", "H", "H", "H"],
  "xyz": [[0.943, -0.275, -1.686], [1.528, 0.525, -0.600], [2.051, 1.148, 0.244], [0.147, 0.324, -2.130], [0.388, -1.131, -1.302], [1.726, -0.652, -2.344], [-1.149, -4.374, 1.036], [-1.026, -3.872, -0.323], [-0.959, -3.460, -1.391], [-2.234, -4.446, 1.109], [-0.820, -3.679, 1.809], [-0.771, -5.338, 1.375], [0.025, 3.807, 0.966], [0.050, 5.044, 0.176], [0.054, 6.001, -0.496], [-0.710, 3.725, 1.766], [0.990, 3.693, 1.462], [-0.235, 2.961, 0.329]],
  "lowdin_charge": [-0.07, -0.26, 0.12, 0.08, 0.04, 0.09, -0.07, -0.27, 0.13, 0.08, 0.08, 0.09, -0.10, -0.27, 0.11, 0.08, 0.07, 0.06]
}

=====

Entry 10:
{
  "formula": "C6H9N3",
  "method": "the ωB97M-V functional and the def2-TZVPD basis",
  "e_tot_ha": -398.17003,
  "orbital_gap_ev": [6.862, 6.857],
  "smiles": "C=C(C#N)C(C)=C(N)N",
  "relative_energy_kj_mol": 276.76,
  "spin_multiplicity": 1,
  "e_homo_ev": [-6.729, -6.727],
  "elements": ["C", "C", "C", "N", "C", "C", "C", "N", "N", "H", "H", "H", "H", "H", "H", "H", "H", "H"],
  "xyz": [[2.341, 0.269, 1.022], [1.139, -0.167, 0.631], [0.636, -1.663, 1.201], [0.612, -2.739, 1.647], [0.118, 0.413, -0.156], [-0.066, 1.908, -0.249], [-0.913, -0.422, -0.625], [-0.699, -1.336, -1.594], [-2.162, -0.372, -0.096], [2.870, -0.189, 1.851], [2.863, 1.052, 0.485], [-0.256, 2.207, -1.287], [-0.906, 2.262, 0.354], [0.824, 2.447, 0.080], [-0.194, -0.969, -2.395], [-1.526, -1.863, -1.854], [-2.393, -1.224, 0.417], [-2.289, 0.385, 0.566]],
  "lowdin_charge": [0.00, -0.27, -0.15, 0.10, -0.31, -0.06, -0.42, 0.19, 0.14, 0.06, 0.06, 0.07, 0.07, 0.07, 0.13, 0.11, 0.12, 0.10]
}

=====

Entry 11:
{
  "formula": "C6H9N3O",
  "method": "the ωB97M-V functional and the def2-TZVPD basis",
  "e_tot_ha": -473.41143,
  "orbital_gap_ev": 8.479,
  "smiles": "CC(=O)Nc1nccn1C",
  "relative_energy_kj_mol": 363.10,
  "spin_multiplicity": 1,
  "e_homo_ev": -7.927,
  "elements": ["C", "C", "O", "N", "C", "N", "C", "C", "N", "C", "H", "H", "H", "H", "H", "H", "H", "H", "H"],
  "xyz": [[-2.106, -2.079, -1.560], [-1.631, -0.700, -0.972], [-2.263, 0.248, -1.039], [-0.442, -0.811, -0.281], [0.183, 0.300, 0.277], [-0.305, 1.401, 0.754], [0.670, 2.103, 1.279], [1.910, 1.355, 1.184], [1.516, 0.168, 0.564], [2.381, -0.904, 0.261], [-2.986, -1.863, -2.044], [-2.595, -2.885, -0.739], [-1.440, -2.544, -2.280], [-0.013, -1.505, -0.236], [0.540, 2.837, 1.745], [2.883, 1.642, 1.643], [2.335, -1.062, -0.881], [2.177, -1.901, 0.697], [3.371, -0.467, 0.335]],
  "lowdin_charge": [0.00, -0.53, 0.16, 0.21, -0.31, 0.13, -0.10, -0.02, -0.11, -0.05, 0.02, 0.15, 0.06, -0.03, -0.02, 0.12, 0.12, 0.10, 0.09]
}

=====

Entry 12:
{
  "formula": "C6H9N3O",
  "method": "the ωB97M-V functional and the def2-TZVPD basis",
  "e_tot_ha": -473.37501,
  "orbital_gap_ev": 9.875,
  "relative_energy_kj_mol": 458.71,
  "spin_multiplicity": 1,
  "e_homo_ev": -9.076,
  "elements": ["N", "C", "C", "C", "N", "C", "C", "C", "N", "H", "H", "H", "H", "H", "H", "H", "O", "H", "H"],
  "xyz": [[3.030, -1.046, 0.441], [2.494, 0.022, 0.161], [1.395, 0.680, -0.589], [0.002, 0.237, -0.246], [-0.829, 0.971, 0.412], [-2.086, 0.278, 0.447], [-2.778, 0.005, -0.865], [-1.871, -1.043, -0.295], [-0.501, -0.954, -0.719], [1.460, 1.764, -0.428], [1.581, 0.496, -1.660], [-2.684, 0.390, 1.352], [-3.848, -0.197, -0.809], [-2.449, 0.555, -1.749], [-2.236, -2.020, 0.019], [0.106, -1.767, -0.721], [3.199, 0.836, 1.668], [2.430, 1.333, 1.978], [3.585, -0.540, 1.603]],
  "lowdin_charge": [0.08, -0.24, -0.07, -0.38, 0.13, -0.25, -0.07, -0.23, 0.09, 0.13, 0.14, 0.13, 0.10, 0.11, 0.14, 0.14, -0.21, 0.03, 0.22]
}